Computed, not measured: the molecule C21H21N3O5S in a non-equilibrium geometry, with the ωB97M-V functional and the def2-TZVPD basis.

Bonds (Å) are listed after each position.
Positions of all 51 atoms, in Å:
1 C 8.014 1.146 0.369  O2 1.409, H31 1.094, H32 1.089, H33 1.094
2 O 6.692 1.634 0.334  C1 1.409, C3 1.352
3 C 5.695 0.784 -0.002  O2 1.352, C4 1.387, C28 1.421
4 C 5.857 -0.560 -0.302  C3 1.387, C5 1.390, H34 1.077
5 C 4.760 -1.345 -0.637  C4 1.390, C6 1.374, H35 1.078
6 C 3.511 -0.774 -0.666  C5 1.374, S7 1.784, C27 1.387
7 S 2.076 -1.734 -1.110  C6 1.784, O8 1.430, O9 1.433, N10 1.706
8 O 1.378 -1.079 -2.172  S7 1.430
9 O 2.454 -3.105 -1.288  S7 1.433
10 N 1.170 -1.603 0.330  S7 1.706, C11 1.446, C12 1.395
11 C 1.786 -2.400 1.367  N10 1.446, H36 1.089, H37 1.093, H38 1.089
12 C -0.219 -1.481 0.295  N10 1.395, C13 1.397, C26 1.396
13 C -1.058 -2.294 1.060  C12 1.397, C14 1.378, H39 1.078
14 C -2.424 -2.114 1.025  C13 1.378, C15 1.393, H40 1.080
15 C -3.004 -1.120 0.240  C14 1.393, C16 1.489, C25 1.394
16 C -4.490 -1.028 0.248  C15 1.489, O17 1.213, N18 1.371
17 O -5.191 -1.966 0.565  C16 1.213
18 N -4.980 0.203 -0.108  C16 1.371, C19 1.391, H41 1.011
19 C -6.305 0.605 -0.236  N18 1.391, C20 1.395, C24 1.399
20 C -6.567 1.933 -0.576  C19 1.395, C21 1.382, H42 1.083
21 C -7.877 2.349 -0.715  C20 1.382, C22 1.387, H43 1.079
22 C -8.887 1.420 -0.510  C21 1.387, N23 1.321, H44 1.081
23 N -8.649 0.161 -0.188  C22 1.321, C24 1.318
24 C -7.402 -0.244 -0.052  C19 1.399, N23 1.318, H45 1.079
25 C -2.165 -0.317 -0.532  C15 1.394, C26 1.380, H46 1.081
26 C -0.797 -0.486 -0.496  C12 1.396, C25 1.380, H47 1.076
27 C 3.316 0.568 -0.372  C6 1.387, C28 1.383, H48 1.077
28 C 4.398 1.362 -0.038  C3 1.421, C27 1.383, O29 1.353
29 O 4.336 2.679 0.269  C28 1.353, C30 1.409
30 C 3.082 3.318 0.217  O29 1.409, H49 1.089, H50 1.095, H51 1.094
31 H 8.331 0.773 -0.609  C1 1.094
32 H 8.630 1.999 0.647  C1 1.089
33 H 8.131 0.356 1.117  C1 1.094
34 H 6.835 -1.010 -0.282  C4 1.077
35 H 4.868 -2.390 -0.877  C5 1.078
36 H 2.852 -2.177 1.355  C11 1.089
37 H 1.657 -3.473 1.196  C11 1.093
38 H 1.374 -2.121 2.336  C11 1.089
39 H -0.649 -3.082 1.672  C13 1.078
40 H -3.075 -2.752 1.604  C14 1.080
41 H -4.300 0.930 -0.283  N18 1.011
42 H -5.748 2.625 -0.728  C20 1.083
43 H -8.108 3.369 -0.978  C21 1.079
44 H -9.929 1.691 -0.608  C22 1.081
45 H -7.260 -1.280 0.213  C24 1.079
46 H -2.567 0.435 -1.196  C25 1.081
47 H -0.164 0.130 -1.111  C26 1.076
48 H 2.312 0.955 -0.419  C27 1.077
49 H 3.274 4.358 0.475  C30 1.089
50 H 2.382 2.887 0.940  C30 1.095
51 H 2.647 3.266 -0.786  C30 1.094

Energy above the lowest of the compared OMol25 structures with the same formula, charge and spin (kJ/mol): 263.31
Total charge: 0
Frontier orbital gap (eV): 8.96
Highest occupied orbital energy (eV): -8.6
SMILES: COc1ccc(S(=O)(=O)N(C)c2ccc(C(=O)Nc3cccnc3)cc2)cc1OC
Spin multiplicity: 1